# 1
DFT (ωB97M-V/def2-TZVPD) results for a molecular structure, C34H34As2N3O15Zr.

Geometry (Å):
Zr -0.51 1.96 0.01
O -2.89 2.23 3.20
C -2.62 2.63 2.09
N -1.60 3.49 1.77
C -0.34 3.53 2.05
O 0.42 2.49 1.87
C 0.34 4.83 2.32
C 1.58 4.85 2.93
C 2.17 6.09 3.17
C 1.50 7.23 2.77
C 0.26 7.10 2.15
N -0.32 5.93 1.94
C -3.46 2.27 0.90
C -4.81 2.04 1.00
C -5.51 1.70 -0.16
C -4.82 1.59 -1.36
C -3.45 1.79 -1.37
N -2.78 2.12 -0.26
H 2.07 3.93 3.21
H 3.13 6.15 3.67
H 1.93 8.21 2.93
H -0.29 7.97 1.81
H -5.29 2.13 1.96
H -6.57 1.53 -0.12
H -5.33 1.33 -2.27
H -2.86 1.67 -2.27
O 0.28 5.42 -2.23
C 0.50 4.35 -1.75
O -0.34 3.69 -0.95
C 1.81 3.60 -1.94
C 2.40 3.21 -0.57
C 3.87 2.86 -0.70
C 3.80 1.50 -1.45
C 2.30 1.27 -1.57
O 1.79 1.89 -0.35
C 1.66 2.19 -2.62
C 0.21 1.75 -2.85
O -0.38 1.97 -3.87
O -0.33 1.08 -1.82
H 2.49 4.23 -2.51
H 2.13 3.86 0.26
H 4.33 2.74 0.28
H 4.42 3.62 -1.25
H 4.26 0.70 -0.87
H 4.28 1.53 -2.43
H 1.98 0.24 -1.60
H 2.16 2.17 -3.59
C -1.18 -5.41 -2.78
O -2.42 -4.72 -2.56
C -2.65 -4.06 -1.43
O -3.74 -3.66 -1.14
C -1.47 -3.61 -0.59
C -0.99 -4.32 0.43
As 0.38 -3.84 1.83
C 1.70 -5.25 1.47
C 0.93 -2.51 0.50
C 0.13 -1.42 0.33
As -1.21 -1.68 -1.10
C -0.32 -1.95 -2.83
C -0.49 -0.71 1.46
O -1.25 0.27 1.24
O -0.15 -1.01 2.67
C -0.70 -0.20 3.75
C 1.80 -2.96 -0.64
O 1.72 -4.02 -1.20
O 2.72 -2.02 -0.89
C 3.73 -2.34 -1.87
C -1.59 -5.66 0.71
O -2.32 -6.25 -0.04
O -1.17 -6.14 1.88
C -1.69 -7.44 2.24
H -1.24 -6.41 -2.35
H -0.34 -4.87 -2.36
H -1.07 -5.48 -3.86
H 1.55 -6.02 2.22
H 2.70 -4.83 1.61
H 1.61 -5.67 0.48
H 0.61 -2.51 -2.80
H -0.18 -0.96 -3.27
H -1.04 -2.49 -3.44
H -0.37 -0.69 4.66
H -1.78 -0.17 3.68
H -0.30 0.81 3.68
H 3.60 -1.68 -2.72
H 3.65 -3.38 -2.19
H 4.70 -2.17 -1.40
H -1.29 -7.65 3.23
H -1.37 -8.18 1.52
H -2.78 -7.40 2.27

Charge: +1
Calculated total energy, eV: -193947.4918

List of Löwdin charges in e, atom by atom:
1. Zr 1.969
2. O 0.114
3. C -0.465
4. N 0.169
5. C -0.419
6. O -0.140
7. C -0.221
8. C -0.008
9. C -0.047
10. C -0.036
11. C -0.103
12. N 0.146
13. C -0.183
14. C 0.036
15. C -0.006
16. C -0.012
17. C -0.074
18. N -0.008
19. H 0.121
20. H 0.114
21. H 0.112
22. H 0.116
23. H 0.134
24. H 0.124
25. H 0.121
26. H 0.119
27. O 0.170
28. C -0.511
29. O -0.185
30. C -0.068
31. C -0.207
32. C -0.069
33. C -0.072
34. C -0.226
35. O -0.186
36. C -0.071
37. C -0.543
38. O 0.154
39. O -0.295
40. H 0.165
41. H 0.152
42. H 0.125
43. H 0.128
44. H 0.117
45. H 0.130
46. H 0.136
47. H 0.168
48. C -0.026
49. O -0.011
50. C -0.592
51. O 0.128
52. C -0.262
53. C -0.244
54. As 1.361
55. C -0.285
56. C -0.274
57. C -0.325
58. As 1.407
59. C -0.227
60. C -0.532
61. O -0.128
62. O -0.037
63. C 0.034
64. C -0.557
65. O 0.088
66. O -0.043
67. C -0.004
68. C -0.508
69. O 0.146
70. O -0.115
71. C -0.008
72. H 0.096
73. H 0.067
74. H 0.102
75. H 0.025
76. H 0.037
77. H 0.031
78. H 0.023
79. H 0.015
80. H 0.042
81. H 0.106
82. H 0.102
83. H 0.089
84. H 0.097
85. H 0.094
86. H 0.100
87. H 0.098
88. H 0.102
89. H 0.103

=====

# 2
DFT (ωB97M-V/def2-TZVPD) results for a molecular structure, C34H34As2O6PbS2.

Geometry (Å):
Pb 0.41 1.82 -0.31
C 2.10 2.76 3.23
C 0.64 2.87 3.51
C 0.13 1.66 3.79
C 1.26 0.63 3.66
C 2.48 1.48 3.36
C 3.84 0.88 3.24
C 1.40 -0.30 4.85
C -1.26 1.32 4.22
C -0.09 4.17 3.51
C 2.93 3.94 2.85
H 4.36 0.92 4.21
H 4.46 1.42 2.52
H 3.79 -0.15 2.92
H 1.63 0.30 5.73
H 2.22 -1.00 4.68
H 0.48 -0.85 5.01
H -1.33 1.32 5.31
H -1.56 0.34 3.87
H -1.97 2.06 3.85
H 0.02 4.68 4.47
H -1.16 4.03 3.34
H 0.29 4.84 2.74
H 3.99 3.67 2.80
H 2.81 4.75 3.57
H 2.63 4.32 1.87
S 0.88 3.09 -2.57
C -0.21 2.56 -3.85
C -0.08 3.22 -5.08
C -0.90 2.92 -6.15
C -1.87 1.93 -6.04
C -2.00 1.26 -4.84
C -1.18 1.56 -3.75
As -1.41 0.59 -2.08
C -3.32 0.22 -2.16
C -4.19 1.25 -1.79
C -5.56 1.07 -1.85
C -6.08 -0.14 -2.28
C -5.22 -1.17 -2.65
C -3.85 -0.99 -2.59
C -0.69 -1.15 -2.50
C 0.15 -1.35 -3.52
C 0.63 -2.67 -3.87
C 0.26 -3.76 -3.16
C -0.45 -3.61 -1.89
C -0.94 -2.23 -1.53
H 0.68 3.99 -5.17
H -0.78 3.46 -7.08
H -2.51 1.69 -6.87
H -2.76 0.49 -4.74
H -3.78 2.20 -1.46
H -6.23 1.88 -1.58
H -7.15 -0.29 -2.32
H -5.63 -2.11 -3.00
H -3.19 -1.78 -2.92
H 0.41 -0.52 -4.18
H 1.20 -2.78 -4.78
H 0.47 -4.76 -3.52
H -0.98 -4.47 -1.49
H -1.80 -2.12 -0.87
O 4.02 -0.71 0.33
As 2.68 -1.23 -0.81
O 0.18 -2.82 -0.89
O 1.73 0.19 -0.83
C 2.11 -2.57 0.58
C 2.88 -3.72 0.41
C 2.74 -4.83 1.23
C 1.79 -4.82 2.24
C 1.00 -3.71 2.43
C 1.17 -2.59 1.60
S 0.09 -1.24 1.99
O -0.73 -1.62 3.10
O 1.15 -0.16 2.41
O -0.59 -0.76 0.82
H 4.48 0.03 -0.07
H 3.60 -3.74 -0.40
H 3.36 -5.70 1.08
H 1.67 -5.69 2.88
H 0.25 -3.68 3.20

Calculated total energy, eV: -196688.2141

List of Löwdin charges in e, atom by atom:
1. Pb 0.931
2. C -0.193
3. C -0.200
4. C -0.170
5. C -0.373
6. C -0.172
7. C -0.021
8. C 0.017
9. C -0.016
10. C -0.025
11. C -0.024
12. H 0.090
13. H 0.076
14. H 0.071
15. H 0.108
16. H 0.096
17. H 0.079
18. H 0.093
19. H 0.060
20. H 0.075
21. H 0.092
22. H 0.072
23. H 0.077
24. H 0.074
25. H 0.085
26. H 0.084
27. S 0.428
28. C -0.699
29. C -0.136
30. C -0.086
31. C -0.093
32. C -0.108
33. C -0.407
34. As 1.252
35. C -0.371
36. C -0.108
37. C -0.080
38. C -0.083
39. C -0.076
40. C -0.104
41. C -0.336
42. C -0.081
43. C -0.065
44. C -0.019
45. C -0.183
46. C -0.267
47. H 0.093
48. H 0.104
49. H 0.100
50. H 0.098
51. H 0.104
52. H 0.105
53. H 0.104
54. H 0.105
55. H 0.101
56. H 0.110
57. H 0.106
58. H 0.108
59. H 0.147
60. H 0.134
61. O -0.384
62. As 1.161
63. O -0.078
64. O -0.861
65. C -0.330
66. C -0.130
67. C -0.071
68. C -0.073
69. C -0.056
70. C -0.267
71. S 0.635
72. O -0.277
73. O -0.216
74. O -0.354
75. H 0.009
76. H 0.090
77. H 0.105
78. H 0.104
79. H 0.107

=====

# 3
DFT (ωB97M-V/def2-TZVPD) results for 2 unconnected molecules or ions with the total composition C34H34BF6N4.

Geometry (Å):
F -4.03 0.27 6.28
C -4.14 -0.09 4.99
F -3.38 -1.24 4.82
F -5.44 -0.48 4.76
C -3.75 0.93 3.98
N -3.97 0.26 2.70
C -5.14 0.57 2.00
C -5.54 1.92 1.94
C -6.70 2.27 1.26
C -7.43 1.30 0.57
C -7.14 -0.05 0.77
C -6.02 -0.42 1.53
C -2.94 -0.55 2.26
C -3.09 -1.46 1.19
C -1.96 -2.01 0.60
C -0.67 -1.61 1.01
C 0.43 -1.67 0.03
C 1.82 -1.16 0.31
C 2.92 -2.01 0.43
C 4.16 -1.51 0.77
C 4.37 -0.11 0.78
N 5.64 0.41 0.88
C 6.80 -0.46 1.14
C 6.97 -0.41 2.62
F 7.96 -1.17 3.14
F 7.18 0.89 3.01
F 5.79 -0.80 3.22
C 5.89 1.76 0.64
C 5.22 2.75 1.38
C 5.44 4.10 1.09
C 6.40 4.43 0.13
C 7.13 3.44 -0.54
C 6.84 2.10 -0.33
C 3.26 0.74 0.60
C 2.01 0.22 0.33
C -0.53 -0.84 2.16
C -1.64 -0.36 2.80
H -4.36 1.82 4.05
H -2.70 1.19 4.11
H -4.92 2.67 2.42
H -7.00 3.32 1.28
H -8.25 1.58 -0.11
H -7.78 -0.83 0.35
H -5.83 -1.46 1.79
H -4.09 -1.64 0.79
H -2.09 -2.63 -0.29
H 0.45 -2.65 -0.49
H 2.80 -3.09 0.29
H 4.97 -2.18 1.02
H 6.61 -1.48 0.82
H 7.67 -0.04 0.63
H 4.49 2.43 2.13
H 4.87 4.87 1.61
H 6.58 5.49 -0.09
H 7.94 3.71 -1.24
H 7.31 1.30 -0.90
H 3.31 1.82 0.70
H 1.19 0.92 0.12
H 0.45 -0.45 2.47
H -1.47 0.30 3.65
H 0.12 -0.91 -0.65
B -0.30 -2.52 -5.09
H 0.79 -2.08 -5.26
H -0.54 -3.63 -4.71
C -1.40 -1.44 -4.75
N -1.87 -1.31 -6.04
C -1.09 -1.98 -7.07
C -3.03 -0.60 -6.05
C -3.33 -0.29 -4.75
N -2.32 -0.82 -3.95
C -2.38 -0.71 -2.49
H -1.41 -1.78 -8.10
H -0.04 -1.66 -6.94
H -1.08 -3.07 -6.90
H -3.59 -0.36 -6.95
H -4.15 0.24 -4.30
H -3.13 0.08 -2.23
H -2.72 -1.66 -2.04
H -1.40 -0.43 -2.06

Charge: +1
Calculated total energy, eV: -58742.8097

List of Löwdin charges in e, atom by atom:
1. F 0.147
2. C -0.522
3. F 0.110
4. F 0.119
5. C -0.034
6. N -0.035
7. C -0.215
8. C -0.023
9. C -0.077
10. C -0.090
11. C -0.080
12. C -0.033
13. C -0.193
14. C -0.008
15. C -0.059
16. C -0.224
17. C -0.136
18. C -0.245
19. C -0.028
20. C -0.013
21. C -0.190
22. N -0.039
23. C -0.018
24. C -0.531
25. F 0.144
26. F 0.121
27. F 0.110
28. C -0.242
29. C -0.039
30. C -0.067
31. C -0.086
32. C -0.073
33. C -0.016
34. C -0.008
35. C -0.047
36. C -0.014
37. C -0.011
38. H 0.130
39. H 0.115
40. H 0.113
41. H 0.108
42. H 0.105
43. H 0.107
44. H 0.119
45. H 0.090
46. H 0.097
47. H 0.129
48. H 0.119
49. H 0.097
50. H 0.124
51. H 0.135
52. H 0.125
53. H 0.110
54. H 0.104
55. H 0.107
56. H 0.117
57. H 0.092
58. H 0.126
59. H 0.123
60. H 0.100
61. H 0.077
62. B 0.030
63. H 0.071
64. H 0.078
65. C -0.082
66. N -0.075
67. C 0.005
68. C 0.009
69. C 0.005
70. N -0.048
71. C 0.032
72. H 0.144
73. H 0.106
74. H 0.121
75. H 0.140
76. H 0.138
77. H 0.116
78. H 0.093
79. H 0.095

=====

Going through the records in order, we get gap between HOMO and LUMO values of 7.22, 7.69, 5.56 eV.
Going through the records in order, we get largest force on an atom values of 0.763, 0.877, 3.665 eV Å⁻¹.
Going through the records in order, we get ΔE to the lowest compared entry with this formula, charge and spin values of 298.00, 260.08, 161.88 kJ/mol.